The following is a DFT calculation (ωB97M-V/def2-TZVPD) of a cluster of 2 separate species, C19H23F3N2O5 in total.

The calculation puts the relative energy (zero: lowest compared OMol25 entry of this formula, charge and spin) at 0.3114 eV. The calculation puts the energy at -41446.457 eV. The LUMO energy comes out at -1.165 eV. Its SMILES is O=C1C=C(CCCCO)C(=O)c2c(CCOCC(F)(F)F)cccc21.NC(N)=O.

```
! RIJCOSX wB97M-V def2-TZVPD def2/J DEFGRID3
* xyz 0 1
O 1.92250 -1.61824 2.44398
C 1.57457 -1.04257 1.42960
C 1.92591 0.38819 1.12923
C 1.03051 1.15504 0.51543
C 1.28143 2.60929 0.11142
C 2.46017 2.58220 -0.91256
C 2.02696 1.89342 -2.22379
C 2.66198 0.50982 -2.47588
O 4.03158 0.41225 -2.09029
C -0.31621 0.54729 0.17035
O -1.35558 1.16370 0.27283
C -0.24246 -0.90692 -0.26861
C -1.04714 -1.42709 -1.27441
C -2.07639 -0.60663 -2.03180
C -3.34517 -0.24348 -1.21034
O -3.60967 1.15670 -1.28933
C -4.39765 1.46050 -2.41036
C -4.56122 2.98602 -2.43269
F -4.92428 3.42168 -3.64268
F -5.41996 3.42543 -1.50467
F -3.37896 3.55519 -2.12020
C -0.84819 -2.75727 -1.59976
C 0.08753 -3.53038 -0.95704
C 0.88679 -3.01833 0.04476
C 0.70610 -1.69745 0.37031
H 2.89779 0.81938 1.37124
H 1.52588 3.24867 0.96350
H 0.36258 2.92890 -0.39347
H 2.78542 3.61923 -1.05073
H 3.29906 2.06050 -0.43952
H 0.93517 1.77408 -2.30085
H 2.31009 2.54973 -3.05689
H 2.62873 0.31225 -3.55745
H 2.08957 -0.31596 -2.02346
H 4.04400 -0.04700 -1.24530
H -2.41297 -1.22222 -2.87894
H -1.60976 0.28278 -2.47370
H -3.22925 -0.52747 -0.16088
H -4.24275 -0.76029 -1.58199
H -5.39153 0.99335 -2.33314
H -3.88287 1.18082 -3.34446
H -1.42372 -3.23448 -2.39080
H 0.23946 -4.56591 -1.25361
H 1.63293 -3.62147 0.55346
C 1.37955 -2.19834 6.64513
O 0.99828 -2.68733 7.69399
N 2.47344 -1.37942 6.57000
N 0.75221 -2.42276 5.45414
H 2.80236 -0.96895 5.71673
H 2.96249 -1.18988 7.42435
H -0.05382 -3.01859 5.46707
H 1.05454 -2.02793 4.58205
*
```

In elementary charge units, the Löwdin charges are: O 0.091; C -0.294; C 0.056; C -0.132; C -0.114; C -0.174; C -0.157; C -0.251; O -0.066; C -0.245; O 0.151; C -0.050; C -0.154; C -0.088; C -0.173; O -0.142; C -0.107; C -0.601; F 0.146; F 0.150; F 0.135; C -0.025; C -0.057; C -0.006; C -0.104; H 0.135; H 0.123; H 0.112; H 0.112; H 0.092; H 0.109; H 0.111; H 0.116; H 0.106; H 0.075; H 0.113; H 0.130; H 0.128; H 0.121; H 0.145; H 0.144; H 0.121; H 0.115; H 0.128; C -0.691; O 0.018; N 0.145; N 0.155; H 0.088; H 0.099; H 0.101; H 0.058


The following is a DFT calculation (ωB97M-V/def2-TZVPD) of the molecule C19H23FN4O3.

The calculation puts the relative energy (zero: lowest compared OMol25 entry of this formula, charge and spin) at 0.1269 eV. The calculation puts the energy at -34897.293 eV. The LUMO energy comes out at 0.538 eV. Its SMILES is COCc1cc(CNC(=O)[C@@H]2CCC(=O)N(Cc3ccccc3F)C2)[nH]n1.

```
! RIJCOSX wB97M-V def2-TZVPD def2/J DEFGRID3
* xyz 0 1
C 2.66922 -0.38496 4.57900
H 2.71283 -0.91994 5.53528
O 1.34575 -0.31630 4.10589
C 0.79414 -1.57974 3.78107
C 1.35265 -2.14141 2.51196
N 2.53815 -2.72702 2.45458
N 2.72245 -3.05870 1.17855
C 1.67297 -2.71126 0.39688
C 0.76402 -2.10132 1.23377
H -0.19520 -1.70054 0.98206
C 1.63307 -2.96249 -1.07391
N 0.93275 -1.89845 -1.75731
C -0.26539 -2.09828 -2.35554
O -0.73195 -3.20110 -2.53287
C -0.98190 -0.82279 -2.79265
C -1.39207 -0.02564 -1.55645
N -1.91284 1.28829 -1.86703
C -1.69915 1.97760 -3.01200
O -2.05426 3.13429 -3.14192
C -1.04648 1.22541 -4.15873
C -0.15505 0.07802 -3.70592
H 0.71162 0.47765 -3.17362
H 0.20613 -0.48221 -4.57011
H -0.48889 1.95521 -4.74789
H -1.85302 0.84600 -4.79228
C -2.47907 1.99348 -0.72420
C -1.38842 2.41776 0.22477
C -1.01256 1.63174 1.30721
C 0.03555 1.96339 2.14476
C 0.73538 3.13100 1.89352
C 0.38456 3.93888 0.82390
C -0.66437 3.58156 -0.00475
H -0.93438 4.19880 -0.84824
H 0.93191 4.84928 0.63201
H 1.55711 3.40586 2.53677
H 0.30067 1.30905 2.96087
F -1.69416 0.48267 1.55059
H -2.99541 2.87146 -1.11699
H -3.19398 1.33353 -0.22541
H -2.16291 -0.57435 -1.00270
H -0.52633 0.09126 -0.88689
H -1.87907 -1.14265 -3.33155
H 1.25053 -0.96009 -1.57428
H 2.65148 -3.05957 -1.46897
H 1.07907 -3.88154 -1.29843
H 3.56062 -3.54604 0.90357
H 0.96472 -2.28492 4.60642
H -0.27806 -1.40893 3.65946
H 3.32251 -0.89340 3.86305
H 2.99991 0.64243 4.72011
*
```

In elementary charge units, the Löwdin charges are: C -0.106; H 0.090; O -0.213; C -0.160; C -0.272; N 0.083; N 0.028; C -0.225; C 0.037; H 0.100; C -0.102; N 0.076; C -0.467; O 0.080; C -0.206; C -0.107; N -0.025; C -0.450; O 0.053; C -0.080; C -0.142; H 0.121; H 0.127; H 0.125; H 0.132; C -0.079; C -0.138; C -0.228; C 0.006; C -0.073; C -0.081; C -0.021; H 0.116; H 0.102; H 0.105; H 0.098; F 0.047; H 0.129; H 0.131; H 0.144; H 0.120; H 0.158; H 0.137; H 0.127; H 0.131; H 0.161; H 0.127; H 0.127; H 0.072; H 0.088


The following is a DFT calculation (ωB97M-V/def2-TZVPD) of the molecule C19H23IN6O9.

The calculation puts the energy at -55545.301 eV. The LUMO energy comes out at -0.687 eV. Its SMILES is NC(=O)CC[C@@H]1NC(=O)[C@H](CO)NC(=O)c2cc([N+](=O)[O-])cc(I)c2OCC[C@@H](C(N)=O)NC1=O.

```
! RIJCOSX wB97M-V def2-TZVPD def2/J DEFGRID3
* xyz 0 1
N 6.38185 1.11655 0.22070
C 5.87504 0.18404 1.05090
O 5.23391 0.47526 2.04094
C 6.17699 -1.26086 0.67848
H 6.86242 -1.66239 1.42682
H 6.65332 -1.31778 -0.30050
C 4.88406 -2.07534 0.70020
H 5.09042 -3.13604 0.55758
H 4.40313 -1.94475 1.67180
C 3.91756 -1.62509 -0.39553
N 3.42464 -0.28601 -0.16359
C 3.53220 0.69757 -1.06827
O 4.13437 0.60272 -2.11864
C 2.74839 1.97210 -0.69803
N 1.32593 1.69610 -0.55782
C 0.72406 1.12725 0.50511
O 1.31974 0.68028 1.46993
C -0.77624 1.19732 0.39515
C -1.25903 2.46938 0.10350
C -2.60994 2.72414 -0.05230
C -3.53261 1.68547 0.04327
C -3.06061 0.43548 0.33243
C -1.69458 0.14267 0.55682
O -1.51435 -1.14398 0.83456
C -0.33025 -1.82548 1.23389
C -0.15753 -3.04733 0.33634
H 0.58950 -3.70880 0.77536
H -1.10748 -3.57964 0.27499
C 0.32986 -2.66570 -1.07542
N 1.62219 -2.03124 -1.00796
C 2.73128 -2.60055 -0.49688
O 2.78792 -3.75877 -0.14589
H 1.63325 -1.06921 -1.32432
H 0.39127 -3.57809 -1.68290
C -0.62544 -1.66653 -1.73259
O -0.31762 -0.49933 -1.89378
N -1.80936 -2.17305 -2.10271
H -2.49994 -1.56791 -2.51696
H -2.05823 -3.13160 -1.93468
H -0.50294 -2.15315 2.26517
H 0.54897 -1.18861 1.21671
I -4.39327 -1.18741 0.42594
H -4.58271 1.88161 -0.11109
N -3.05840 4.05643 -0.34728
O -2.21240 4.91845 -0.46238
O -4.25114 4.23266 -0.46824
H -0.57181 3.29690 0.00601
H 0.75935 1.83577 -1.38094
H 2.84879 2.64881 -1.55590
C 3.32842 2.68836 0.54221
O 4.49722 3.39627 0.21802
H 4.29107 4.09964 -0.40886
H 3.61924 1.98201 1.32326
H 2.56064 3.36156 0.94702
H 2.98053 -0.09426 0.72996
H 4.42804 -1.60966 -1.36803
H 6.75936 0.86999 -0.67725
H 6.09428 2.07644 0.36001
*
```

In elementary charge units, the Löwdin charges are: N 0.195; C -0.564; O 0.042; C -0.092; H 0.126; H 0.115; C -0.125; H 0.120; H 0.129; C -0.192; N 0.113; C -0.454; O 0.072; C -0.158; N 0.129; C -0.433; O 0.069; C -0.039; C 0.063; C -0.143; C -0.056; C -0.574; C -0.274; O -0.140; C -0.118; C -0.083; H 0.118; H 0.121; C -0.202; N 0.123; C -0.420; O 0.083; H 0.124; H 0.163; C -0.482; O 0.068; N 0.199; H 0.114; H 0.112; H 0.144; H 0.103; I 0.965; H 0.112; N -0.366; O 0.081; O 0.088; H 0.132; H 0.151; H 0.160; C -0.193; O -0.054; H 0.104; H 0.104; H 0.135; H 0.127; H 0.164; H 0.107; H 0.089


The following is a DFT calculation (ωB97M-V/def2-TZVPD) of a cluster of 2 separate species, C19H23N2O in total.

The calculation puts the relative energy (zero: lowest compared OMol25 entry of this formula, charge and spin) at 1.3636 eV. The calculation puts the energy at -25097.511 eV. The LUMO energy comes out at -4.897 eV.

```
! RIJCOSX wB97M-V def2-TZVPD def2/J DEFGRID3
* xyz 1 1
C 0.08766 -4.88418 -1.04947
N 0.15368 -3.41156 -0.99280
C -1.04194 -2.73145 -0.94208
C -2.24646 -3.43701 -1.04495
C -3.45421 -2.76212 -1.04618
C -3.47355 -1.35080 -0.98496
C -2.29255 -0.63463 -0.87625
C -1.04009 -1.29325 -0.80271
C 0.17162 -0.60544 -0.72647
C 1.37369 -1.30652 -0.82947
C 1.36313 -2.75064 -0.94737
C 2.57533 -3.45135 -1.04599
C 3.78378 -2.77515 -1.06140
C 3.80843 -1.36601 -1.04195
C 2.62525 -0.64638 -0.95381
H 1.09168 -5.31820 -1.04248
H -0.45642 -5.29192 -0.17557
H -0.42710 -5.24255 -1.96172
H -2.23485 -4.52540 -1.08919
H -4.37936 -3.34273 -1.08571
H -4.42851 -0.84438 -0.99482
H -2.28980 0.45351 -0.85783
H 0.17134 0.48546 -0.74529
H 2.59972 -4.53830 -1.07439
H 4.70442 -3.36325 -1.08256
H 4.76525 -0.86208 -1.06676
H 2.63037 0.44117 -0.99958
O -2.11280 2.70848 -0.27154
C -1.76159 3.91925 0.37700
C -0.87381 3.48329 1.53076
C -0.21065 4.64260 2.29519
C 1.15921 4.08593 2.70740
C 1.44475 2.89986 1.75691
N 0.18895 2.62026 1.14442
H -2.79543 2.89924 -0.94585
H -1.21997 4.60986 -0.29501
H -2.63358 4.41084 0.83976
H -1.55356 2.98391 2.25412
H -0.10564 5.53749 1.66618
H -0.81394 4.88142 3.17045
H 1.92460 4.85715 2.63947
H 1.10051 3.70826 3.73593
H 2.21835 3.24677 1.03915
H 1.86949 2.04538 2.31740
H 0.03458 1.81521 0.56000
*
```

In elementary charge units, the Löwdin charges are: C 0.006; N 0.003; C -0.108; C -0.008; C -0.016; C -0.033; C 0.017; C -0.107; C 0.107; C -0.112; C -0.091; C -0.002; C -0.021; C -0.039; C 0.009; H 0.076; H 0.121; H 0.120; H 0.106; H 0.127; H 0.115; H 0.102; H 0.127; H 0.104; H 0.127; H 0.116; H 0.128; O -0.099; C -0.216; C -0.368; C -0.127; C -0.155; C -0.226; N -0.029; H 0.105; H 0.131; H 0.131; H 0.145; H 0.117; H 0.113; H 0.106; H 0.110; H 0.105; H 0.108; H 0.074


The following is a DFT calculation (ωB97M-V/def2-TZVPD) of a structure of composition C19H23N3O.

The calculation puts the relative energy (zero: lowest compared OMol25 entry of this formula, charge and spin) at 17.4398 eV. The calculation puts the energy at -26577.700 eV. The LUMO energy comes out at -0.151 eV.

```
! RIJCOSX wB97M-V def2-TZVPD def2/J DEFGRID3
* xyz 0 1
C 1.89646 4.61448 -0.67068
C 2.22509 3.02720 -0.77374
C 1.87807 2.14207 0.34392
C 2.22137 0.87038 0.15406
C 2.97612 0.30804 -1.12096
C 3.31133 1.35112 -2.01213
C 2.95339 2.81270 -1.96246
H 3.43243 3.19615 -2.68493
H 3.97006 0.83853 -2.78933
H 3.13761 -0.66587 -1.01110
N 1.94102 0.05350 1.37026
C 1.34829 0.24719 2.39541
O 0.97132 1.28478 2.58891
C 0.63827 -1.01346 3.09969
N -0.42548 -1.65341 2.28576
C -0.26940 -2.15613 1.10521
C -1.58275 -3.03601 0.55945
H -1.29955 -3.60509 -0.20255
H -1.80226 -3.83543 1.62590
C -2.65453 -1.97517 0.44967
C -2.18800 -1.34775 -0.91183
N -1.87845 0.13147 -0.66573
C -1.54754 0.63946 -1.75087
C -1.61799 0.20994 -3.05694
C -1.79010 -1.46267 -3.15159
C -2.40216 -2.02559 -2.08570
H -2.74499 -2.97253 -2.35153
H -2.00081 -1.81484 -4.07228
H -1.29095 0.75815 -4.02020
H -1.31128 1.66365 -1.73363
C -2.78132 -1.24953 1.70599
C -1.44066 -0.62713 2.05153
H -1.74934 -0.06696 3.10927
H -1.21571 0.20608 1.24893
H -3.53672 -0.36778 1.30984
H -3.25881 -1.83907 2.61101
H -3.43863 -2.78831 0.15250
H 0.41724 -2.81229 1.39226
H 0.07200 -1.62022 0.32129
H 0.41514 -0.62123 4.15660
H 1.25251 -1.71559 3.02075
H 2.03391 -0.68438 1.07905
H 1.46111 2.76111 1.05039
H 2.32073 5.07331 0.10965
H 2.56996 5.15825 -1.48718
H 0.78398 4.60889 -0.78193
*
```

In elementary charge units, the Löwdin charges are: C -0.036; C -0.185; C 0.005; C -0.062; C 0.031; C -0.072; C -0.016; H 0.019; H 0.110; H 0.039; N 0.188; C -0.607; O 0.140; C -0.003; N -0.145; C -0.274; C -0.081; H 0.039; H 0.204; C -0.352; C -0.114; N 0.140; C -0.317; C 0.034; C 0.030; C -0.084; H 0.107; H 0.043; H 0.109; H 0.089; C -0.189; C -0.220; H 0.169; H 0.135; H 0.166; H 0.156; H 0.165; H 0.089; H 0.088; H 0.164; H 0.029; H -0.027; H 0.091; H 0.004; H 0.112; H 0.088


The following is a DFT calculation (ωB97M-V/def2-TZVPD) of the molecule C19H23N5O3S.

The calculation puts the relative energy (zero: lowest compared OMol25 entry of this formula, charge and spin) at 1.3227 eV. The calculation puts the energy at -44504.633 eV. The LUMO energy comes out at 0.032 eV. Its SMILES is O=C1c2ccccc2S(=O)(=O)N1CCCCN1CCN(c2ncccn2)CC1.

```
! RIJCOSX wB97M-V def2-TZVPD def2/J DEFGRID3
* xyz 0 1
O -2.09213 -0.40246 -2.43032
C -2.46402 -0.25932 -1.28569
N -2.78167 -1.26916 -0.42734
S -3.33423 -0.77542 1.09199
O -2.37113 -1.07532 2.10939
O -4.65719 -1.28246 1.28573
C -3.29446 0.94617 0.64109
C -3.65360 2.05740 1.36822
C -3.49848 3.30424 0.77244
C -2.99570 3.41473 -0.51623
C -2.63712 2.28612 -1.23789
C -2.78755 1.04071 -0.64484
H -2.25012 2.35384 -2.24278
H -2.88507 4.39192 -0.96194
H -3.77454 4.19324 1.31855
H -4.04561 1.95580 2.36757
C -2.66653 -2.66448 -0.76868
C -1.42463 -3.31282 -0.15959
H -1.50412 -3.28484 0.92801
C -0.11922 -2.64336 -0.60581
H -0.23006 -2.30681 -1.63688
H 0.67115 -3.39628 -0.58405
C 0.32444 -1.46631 0.27764
N -0.04412 -0.15905 -0.25864
C 0.72255 0.22384 -1.44469
H 1.22887 -0.65933 -1.83633
C 1.77475 1.30690 -1.14836
N 2.35488 1.07041 0.15006
C 3.57941 0.53577 0.29496
N 3.96983 0.22024 1.54030
C 5.18197 -0.27801 1.67448
C 6.03946 -0.47297 0.60090
C 5.53559 -0.11695 -0.64278
N 4.32628 0.37641 -0.80966
H 6.11855 -0.23350 -1.54865
H 7.02968 -0.87661 0.72387
H 5.47079 -0.52926 2.68805
C 1.43429 1.15048 1.26321
H 1.48162 2.14702 1.72072
C 0.00542 0.87595 0.75609
H -0.62994 0.57815 1.59252
H -0.41027 1.78906 0.32100
H 1.74034 0.41911 2.01325
H 1.32126 2.30346 -1.14995
H 2.57252 1.27478 -1.88922
H 0.02685 0.57817 -2.21320
H 1.41349 -1.52967 0.42484
H -0.15100 -1.55689 1.25614
H -1.42060 -4.35936 -0.47199
H -3.57125 -3.16094 -0.40465
H -2.62964 -2.72235 -1.86088
*
```

In elementary charge units, the Löwdin charges are: O 0.094; C -0.452; N -0.115; S 0.737; O -0.269; O -0.258; C -0.206; C -0.025; C -0.055; C -0.054; C 0.005; C -0.141; H 0.126; H 0.110; H 0.109; H 0.124; C -0.153; C -0.168; H 0.105; C -0.154; H 0.107; H 0.110; C -0.172; N -0.157; C -0.132; H 0.123; C -0.122; N -0.059; C -0.368; N 0.124; C -0.140; C -0.071; C -0.141; N 0.124; H 0.106; H 0.089; H 0.107; C -0.119; H 0.126; C -0.163; H 0.109; H 0.111; H 0.106; H 0.123; H 0.109; H 0.107; H 0.120; H 0.108; H 0.113; H 0.126; H 0.135


Question: The lowest LUMO energy belongs to which entry?
Answer: C19H23N2O


Question: Which of these has the highest LUMO energy?
Answer: C19H23FN4O3


Question: What is the LUMO energy in the third record?
Answer: -0.687 eV